No. 1
Below is a single C4H12NP molecule at a distorted geometry, with properties calculated with ωB97M-V/def2-TZVPD.

* energy relative to the best compared isomer or geometry (same formula, charge and spin): 2.2104 eV
* F_max: 3.3 eV/Å
* orbital gap: 0.34465 hartree
* highest occupied orbital energy: -8.4563 eV

Positions of all 18 atoms, in Å:
P  -2.204327  1.396088  -0.179839
N  -0.980070  0.250016  0.700743
C  1.278740  0.753058  -0.357880
C  0.935473  -1.302633  0.960178
C  -0.407433  -0.893373  -1.216259
C  0.176901  -0.322830  0.031340
H  1.233227  -0.702781  1.810588
H  -0.950778  0.756955  1.590232
H  0.266110  -2.087423  1.288559
H  -2.738967  1.823645  1.071859
H  1.602846  -1.787309  0.253996
H  2.214779  0.104145  -0.432768
H  -0.977315  -0.054841  -1.662899
H  -1.175593  -1.538138  -0.913897
H  0.350296  -1.416305  -1.944585
H  0.938415  1.196190  -1.293871
H  -1.158909  2.310598  -0.179904
H  1.596606  1.514939  0.474406

Atoms 1-3, force components in eV/Å:
1.805 -1.822 1.145
-3.083 1.032 0.360
1.044 -0.906 1.521

These are the Mulliken partial charges, in e, on atoms 1 to 4: P -0.03; N -0.63; C -1.38; C -1.70

---

No. 2
Below is 8 unconnected molecules or ions with the total composition C18H44N11O15, with properties calculated with ωB97M-V/def2-TZVPD.

* total charge: +1
* F_max: 0.4 eV/Å
* orbital gap: 0.30907 hartree
* highest occupied orbital energy: -11.4007 eV

Positions of all 88 atoms, in Å:
O  2.931335  -1.548372  2.176770
O  -0.677320  -1.240486  -3.821712
O  -2.534236  -6.247031  -6.501155
O  1.778949  -1.668820  3.986002
O  7.274333  1.209574  2.833747
O  -2.352538  4.937569  1.790457
O  -6.121221  -4.660048  2.036284
O  -1.230294  4.984832  -3.380294
O  -2.695869  -1.650368  -3.181322
O  -2.587154  6.590337  -3.826054
O  -7.210292  -3.054474  2.980380
O  -1.726296  3.599710  0.238003
O  -0.363180  -4.764635  -1.996108
O  -3.501973  -5.834659  -4.621546
O  0.050262  -6.530204  -3.158454
N  -1.542976  -1.332370  -2.979395
N  -3.178893  -0.787068  1.798460
N  -2.039697  0.972406  1.142798
N  2.612181  -2.100662  3.208099
N  -4.265726  0.806553  0.334224
N  -1.229333  0.246632  1.941406
N  -1.957913  5.603335  -4.137406
N  -6.490691  -3.508597  2.116048
N  -0.242643  -5.358546  -3.051772
N  -2.081592  4.706099  0.641091
N  -2.866382  -6.547621  -5.373729
C  -3.220284  0.339150  1.073926
C  4.447942  2.744763  2.419775
C  0.156842  0.602106  2.270218
C  -2.165416  5.809728  -0.350455
C  -6.017813  -2.551745  1.077230
C  0.808167  3.098340  2.629695
C  -2.417161  -7.871913  -4.867122
C  6.229217  1.009235  1.902208
C  -0.477575  -4.560491  -4.285883
C  -1.148593  -1.049371  -1.573274
C  3.282877  -3.387631  3.536478
C  -2.089130  5.121804  -5.539252
C  -1.949548  -0.812351  2.301533
C  0.272317  1.792388  3.233601
C  1.971607  2.940200  1.644656
C  8.537382  1.370619  2.226731
C  5.581298  2.328480  1.483257
C  3.115774  2.024154  2.124711
H  -2.024888  -1.193257  -0.951221
H  8.835858  0.459028  1.698204
H  0.568883  -0.295916  2.725938
H  2.887939  -3.743020  4.479751
H  4.309457  3.825758  2.372293
H  -1.490191  6.587440  -0.003899
H  -4.591932  0.286655  -0.460595
H  -2.814820  -8.642867  -5.519760
H  5.496181  0.377840  2.413030
H  -1.497421  -4.187042  -4.234505
H  0.225432  -3.733306  -4.257960
H  -5.465808  -1.775577  1.597358
H  -5.388032  -3.092959  0.380170
H  4.348444  -3.184632  3.590711
H  6.594100  0.453789  1.031058
H  -1.761670  1.852127  0.688779
H  4.765242  2.500244  3.435750
H  -3.140638  4.908516  -5.705760
H  1.129046  3.724342  3.465114
H  1.581376  2.565371  0.693002
H  3.074761  -4.072216  2.719538
H  2.808828  1.477163  3.016976
H  -1.469329  4.241685  -5.654663
H  -1.332206  -7.860940  -4.908919
H  -0.001676  3.646659  2.147717
H  -0.324940  -5.183417  -5.159335
H  -1.545523  -1.574290  2.949294
H  -6.897294  -2.142659  0.588363
H  -1.768130  5.933517  -6.185102
H  -0.784897  -0.025249  -1.544444
H  9.250616  1.573999  3.020742
H  0.683590  0.751438  1.329027
H  -0.710687  1.983857  3.670230
H  -3.188334  6.175231  -0.327291
H  -2.771031  -7.982409  -3.849556
H  -0.356802  -1.744765  -1.308040
H  2.363252  3.931239  1.411965
H  3.301033  1.263031  1.363596
H  5.222195  2.258893  0.452181
H  -4.716266  1.673191  0.563758
H  -1.881549  5.431924  -1.325269
H  8.552251  2.208827  1.521453
H  0.900552  1.474436  4.063230
H  6.356247  3.097768  1.504268

Atoms 1-3, force components in eV/Å:
-0.032 -0.054 -0.005
0.019 0.038 0.019
-0.019 -0.001 0.034

These are the Mulliken partial charges, in e, on atoms 1 to 4: O -0.46; O -0.54; O -0.52; O -0.56

---

No. 3
Below is 13 unconnected molecules or ions with the total composition C64H66BrFN14O3S at a distorted geometry, with properties calculated with ωB97M-V/def2-TZVPD.

* F_max: 7.0 eV/Å
* orbital gap: 0.29927 hartree
* highest occupied orbital energy: -9.2013 eV

Positions of all 150 atoms, in Å:
Br  2.041296  3.346895  -3.906542
S  -1.848311  6.717951  -3.026296
F  -3.553386  6.912799  -3.023644
O  -1.415057  6.792307  -4.457998
O  -2.563187  4.610591  -1.741528
O  -1.338548  7.868993  -2.174067
N  1.967561  4.377380  2.969909
N  1.397537  -0.756470  -3.084489
N  -4.404471  -3.252740  6.749244
N  -7.773330  -4.355770  -0.920749
N  0.199103  0.010713  1.229475
N  3.727025  -5.867832  -2.819079
N  -8.103440  6.708177  -0.791585
N  9.582289  -4.649596  -1.024017
N  -1.906265  8.752685  2.964472
N  3.832368  3.859799  -0.675856
N  -1.962566  4.052408  0.788644
N  -4.433200  -4.118702  1.714778
N  -1.427360  5.252919  -2.202753
N  8.968868  -8.425563  -3.945341
C  0.832553  6.266768  4.685181
C  8.553883  -8.339215  -5.220516
C  1.743336  -7.229762  -2.734234
C  -2.543345  -1.273448  7.391863
C  -6.520040  -3.985655  2.909678
C  -5.803509  6.226883  0.715874
C  7.366246  -3.714568  -0.911617
C  9.116395  -5.534807  -1.922186
C  -1.978812  1.017824  1.022500
C  -8.374921  -6.619453  -2.439599
C  9.068448  -9.660341  -3.425437
C  0.945859  -6.103512  -2.883159
C  3.833014  3.956781  0.666960
C  6.134779  3.372035  0.828003
C  -2.580589  -0.229461  1.123312
C  -5.770284  6.127123  -0.668147
C  1.397271  -0.657290  -1.743887
C  6.912836  -4.639539  -1.842257
C  2.699384  5.016790  3.899029
C  -8.169930  -4.260399  -2.200892
C  -7.680355  -5.593829  -0.407628
C  2.182952  5.959341  4.773468
C  -4.048102  -3.006751  8.021226
C  8.700151  -3.759382  -0.539331
C  -3.131840  -2.035531  8.391309
C  0.662803  4.693355  2.908439
C  -1.783888  -1.355137  1.277354
C  8.344428  -10.699572  -5.440120
C  3.698967  -1.238063  -1.578237
C  7.802444  -5.569461  -2.361038
C  -6.937816  6.377293  -1.371062
C  -1.759737  8.307144  1.705040
C  -2.891479  -1.507297  6.068985
C  0.053261  5.623750  3.734429
C  -6.008622  -4.786255  3.921524
C  8.772466  -10.818765  -4.125484
C  -8.481505  -5.352189  -2.994981
C  4.996077  3.516681  -1.257365
C  6.163144  3.263077  -0.555175
C  3.728127  -1.349803  -2.961663
C  -2.706248  10.832844  2.052262
C  -0.409788  -1.183574  1.326317
C  -2.543090  10.347088  0.762090
C  -8.108216  6.796135  0.549107
C  4.949454  3.726552  1.455088
C  2.512121  -0.883870  -0.952884
C  -6.994056  6.569077  1.340975
C  8.230480  -9.436286  -6.002539
C  3.118179  -7.060351  -2.706384
C  -2.059424  9.059168  0.580144
C  1.547927  -4.858640  -2.999915
C  -0.595576  1.083928  1.079145
C  2.931413  -4.794625  -2.963930
C  -5.699181  -3.683775  1.834547
C  -3.963087  -4.890788  2.709834
C  -2.291751  4.348232  -0.344791
C  2.560425  -1.098898  -3.664046
C  -2.374486  10.003300  3.111629
C  -7.965649  -6.747574  -1.119762
C  -0.567939  4.337869  -3.022249
C  0.906391  4.911763  -3.343877
C  -4.704856  -5.251028  3.822841
C  -3.821103  -2.499488  5.801956
C  1.500818  5.681135  -2.050253
H  4.637725  -1.624868  -3.482087
H  -0.401193  3.388032  -2.371862
H  7.898448  -9.306599  -7.025206
H  -2.220777  -2.343477  1.358049
H  -8.608855  -7.499125  -3.029736
H  -4.274532  -5.878208  4.593668
H  -3.081832  11.832949  2.230610
H  8.873157  -11.789188  -3.655325
H  -1.003733  5.840047  3.637816
H  -7.533132  -3.605223  2.954755
H  7.029415  3.182559  1.411808
H  9.102949  -3.055565  0.182326
H  2.533808  -1.169590  -4.747145
H  2.820136  6.441482  5.504577
H  3.749352  4.745977  3.927392
H  -6.620339  -5.045470  4.778828
H  -7.055442  6.656912  2.418686
H  -1.820290  -0.504254  7.641528
H  0.391458  7.000492  5.351212
H  -6.961591  6.315663  -2.454615
H  0.445799  -0.381127  -1.301282
H  -2.884107  -1.879003  9.433952
H  -4.532704  -3.630325  8.765735
H  7.072035  2.988006  -1.076134
H  2.453358  -0.786158  0.124173
H  8.101675  -11.583163  -6.020744
H  -2.790412  10.966706  -0.093339
H  4.893539  3.821399  2.531490
H  -1.918333  8.647054  -0.412175
H  5.875488  -4.636160  -2.160246
H  -4.859472  5.862417  -1.190118
H  7.482642  -6.304632  -3.088802
H  -2.481143  10.338861  4.138498
H  -8.234663  -3.249521  -2.590509
H  -0.077711  2.034983  1.001356
H  -0.134792  -6.195160  -2.908209
H  0.255261  -2.032788  1.448839
H  -2.569649  1.914850  0.902471
H  -9.062770  7.063117  0.991149
H  -1.381567  7.293256  1.614672
H  -6.054473  -3.064589  1.016852
H  3.448907  -3.844947  -3.054805
H  4.969504  3.447613  -2.340759
H  6.698623  -2.975444  -0.485505
H  -7.871134  -7.721168  -0.654893
H  0.956146  -3.958741  -3.116854
H  9.403453  -9.701405  -2.393701
H  -7.360073  -5.641485  0.628535
H  2.619278  5.904264  -2.268976
H  -3.660681  -0.322971  1.081920
H  -4.128660  -2.717655  4.783900
H  8.483934  -7.330902  -5.616288
H  9.848605  -6.243504  -2.295674
H  1.306792  -8.216585  -2.641416
H  0.936022  5.661807  -4.214580
H  -2.451305  -0.931612  5.263914
H  4.593338  -1.425139  -0.993316
H  2.882578  4.233426  1.112057
H  -1.132223  3.965112  -3.965863
H  1.467944  5.052743  -1.093886
H  -4.909480  6.039837  1.301723
H  3.783638  -7.909694  -2.588639
H  0.094827  4.162165  2.152618
H  1.004624  6.697303  -1.860585
H  -8.798912  -5.215618  -4.021396
H  -2.937862  -5.226552  2.589215

Atoms 1-3, force components in eV/Å:
-0.885 1.031 0.453
1.350 6.213 -1.500
3.219 -1.189 0.253

These are the Mulliken partial charges, in e, on atoms 1 to 4: Br -0.13; S 1.03; F -0.25; O -0.56

---

No. 4
Below is 2 unconnected molecules or ions with the total composition C5H9O3, with properties calculated with ωB97M-V/def2-TZVPD.

* energy relative to the best compared isomer or geometry (same formula, charge and spin): 1.0491 eV
* total charge: -1
* F_max: 1.0 eV/Å
* orbital gap: 0.30489 hartree
* highest occupied orbital energy: -4.1771 eV

Positions of all 17 atoms, in Å:
O  -0.310504  -1.980411  -1.480092
O  -0.065110  -0.994162  1.798591
O  0.424508  0.939550  0.817953
C  -0.573123  0.237937  -2.388302
C  -0.692225  1.710914  -2.091315
C  -0.741503  -0.661902  -1.419206
C  0.499290  0.123889  1.766399
C  1.365771  0.501011  2.963929
H  -0.846795  1.854550  -1.025823
H  -1.506079  2.168627  -2.669940
H  2.405862  0.178929  2.862143
H  -1.204203  -0.450864  -0.463929
H  0.194716  2.276050  -2.387629
H  1.386683  1.578709  3.128743
H  0.306367  -2.026579  -0.738057
H  -0.263732  -0.079418  -3.379970
H  0.972380  0.034581  3.871711

Atoms 1-3, force components in eV/Å:
-0.054 0.172 -0.609
0.063 -0.423 0.253
0.287 0.438 0.308

These are the Mulliken partial charges, in e, on atoms 1 to 4: O -0.58; O -0.74; O -0.69; C -0.04

---

No. 5
Below is a single C4H10O molecule, with properties calculated with ωB97M-V/def2-TZVPD.

* energy relative to the best compared isomer or geometry (same formula, charge and spin): 0.6499 eV
* F_max: 0.3 eV/Å
* orbital gap: 0.39756 hartree
* highest occupied orbital energy: -9.6692 eV

Positions of all 15 atoms, in Å:
O  0.888061  -0.609738  0.247448
C  1.931168  -0.226994  -0.608390
C  -1.249841  -0.434602  -0.839675
C  -0.760331  0.471485  1.545003
C  -0.260544  0.222602  0.127876
H  -1.131115  -0.449241  2.005781
H  -1.550563  1.228536  1.589442
H  2.444941  0.671063  -0.230234
H  -0.694035  -0.874667  -1.675508
H  -1.807347  -1.247206  -0.362383
H  -1.968010  0.279631  -1.256984
H  1.573637  -0.016831  -1.628955
H  0.086920  0.822162  2.142709
H  0.043757  1.193113  -0.294156
H  2.645573  -1.052567  -0.651269

Atoms 1-3, force components in eV/Å:
-0.007 -0.061 0.052
0.256 0.016 -0.191
-0.046 -0.013 0.015

These are the Mulliken partial charges, in e, on atoms 1 to 4: O -0.39; C -0.72; C -1.17; C -1.33

---

Calculated E, -15119.6021, -66457.2216, -178029.4248, -11474.1895, -6357.1530 eV (same order as the records).